27
Properties=species:S:1:pos:R:3 method="wB97M-V/def2-TZVPD" e_above_lowest_kcal_mol=98.8 e_tot_ev=-16262.85734 charge=+1 gap_ev=7.88 e_homo_ev=-12.93
N 1.9407 1.3609 1.2486
B 0.8813 1.5433 0.1756
O 1.3072 1.7059 -1.2592
C -0.7550 1.5596 0.4316
C -1.4511 3.0758 0.4967
C -3.0762 3.2033 0.7266
C -3.9775 1.8056 0.8858
C -3.1352 0.3653 0.7732
N -1.6211 0.2998 0.5637
H 2.5923 0.5923 0.9061
H 2.5697 2.2174 1.2423
H 0.5370 2.1178 -1.7724
H -0.7934 4.0535 0.3686
H -3.5844 4.2822 0.7576
H -5.1489 1.8175 1.0352
H -3.6883 -0.6784 0.8428
H -1.1085 -0.6111 0.5104
C 2.7534 -2.4384 0.0329
C 1.3644 -2.6248 -0.5164
O 0.3857 -2.1296 0.0403
C 1.2190 -3.4405 -1.7732
H 2.7055 -1.8290 0.9416
H 3.1865 -3.4095 0.2855
H 3.3773 -1.9228 -0.7016
H 1.5837 -4.4563 -1.6011
H 1.7745 -2.9696 -2.5881
H 0.1613 -3.4905 -2.0530

***

76
Properties=species:S:1:pos:R:3 method="wB97M-V/def2-TZVPD" e_above_lowest_kcal_mol=81.5 e_tot_ev=-88165.95206 spin_multiplicity=2 gap_ev="5.11 / 5.10" e_homo_ev="-7.66 / -7.67"
Ru 0.3550 -0.9648 -0.6094
C 0.4039 1.3242 2.6564
C -1.3382 1.9277 0.9513
N -1.0755 0.9674 0.0841
C -2.1077 0.9727 -0.8207
C -2.9874 1.9762 -0.5185
N -2.4849 2.5572 0.6107
C -4.2078 2.5587 -1.1376
O -4.6391 2.0038 -2.2407
O -4.7142 3.5300 -0.6195
C -2.1637 -0.0344 -1.9099
O -3.0494 0.0587 -2.7746
O -1.2588 -0.9226 -1.9064
H 0.9952 0.8881 1.8503
H -0.2080 0.5481 3.1176
H 1.0769 1.7338 3.4086
H -2.9313 3.3293 1.0868
H -4.0404 1.2274 -2.5177
O 1.5589 -5.5889 -4.0168
C 0.9142 -5.9836 -2.9304
O 0.6596 -7.1393 -2.7083
C 0.5076 -4.9241 -1.9645
C -0.2147 -5.1528 -0.8098
N -0.3752 -3.9724 -0.1915
N 0.1901 -2.9920 -0.8952
C 0.7264 -3.5371 -1.9697
C 1.4242 -2.5667 -2.8634
O 1.9191 -2.9371 -3.9234
O 1.4411 -1.3772 -2.3938
H 1.7137 -4.6049 -4.0471
H -0.6164 -6.0700 -0.4147
H -0.9151 -3.7298 0.6265
O -2.7738 -1.5482 0.5817
S -1.9623 -1.2965 1.7569
O -2.2392 -2.1358 2.9160
N -0.3347 -1.5698 1.2400
C 0.6632 -1.8809 2.1604
C 0.5211 -2.4293 3.4268
C 1.6502 -2.7177 4.2155
C 2.9228 -2.4963 3.7745
C 3.1198 -1.9656 2.4793
C 4.3916 -1.7299 1.9124
C 4.4900 -1.2415 0.6426
C 3.3184 -0.9792 -0.0854
N 2.1213 -1.1725 0.4269
C 1.9948 -1.6646 1.6932
C -0.4784 2.4510 2.0958
C -1.4011 2.9839 3.1602
C -1.5329 4.3087 3.4201
C -0.7579 5.2707 2.7321
C 0.2356 4.8480 1.8185
C 0.4070 3.5340 1.5268
H -0.4620 -2.6181 3.8231
H 1.4883 -3.1343 5.2011
H 3.7816 -2.7288 4.3904
H 5.2775 -1.9510 2.4950
H 5.4477 -1.0600 0.1768
H 3.3521 -0.6243 -1.1070
H -1.9938 2.2507 3.6965
H -2.2335 4.6376 4.1774
H -0.8917 6.3228 2.9400
H 0.8920 5.5860 1.3729
H 1.2005 3.1960 0.8686
C 0.0482 0.7436 -4.1976
N -0.2935 1.8756 -3.3426
C -1.2675 2.8091 -3.6398
C -1.2809 3.7167 -2.6425
N -0.3101 3.3172 -1.7495
C 0.2829 2.1796 -2.1653
S 1.5083 1.3360 -1.3248
H 0.1115 1.0965 -5.2246
H -0.7150 -0.0276 -4.1062
H 1.0010 0.3388 -3.8722
H -1.8725 2.7295 -4.5247
H -1.8932 4.5863 -2.4866
H -0.0918 3.7483 -0.8614

***

11
Properties=species:S:1:pos:R:3 method="wB97M-V/def2-TZVPD" e_above_lowest_kcal_mol=61.9 e_tot_ev=-22688.27745 gap_ev="6.96 / 6.51" e_homo_ev="-8.12 / -7.88"
C -0.5559 -1.3094 0.6290
N 0.6269 -0.8710 0.9221
N 0.0140 1.5224 -0.5592
P 1.7923 -0.8216 -0.2856
P -1.5699 1.0939 -0.2617
H -1.3530 -1.2415 1.4614
H -0.9385 -1.8669 -0.1672
H 0.4445 1.8605 0.3042
H 0.7312 0.7565 -1.0395
H 2.8534 -0.2252 0.6854
H -2.0449 1.1022 -1.6887

***

Repeat the third record exactly.
11
Properties=species:S:1:pos:R:3 method="wB97M-V/def2-TZVPD" e_above_lowest_kcal_mol=61.9 e_tot_ev=-22688.27745 gap_ev="6.96 / 6.51" e_homo_ev="-8.12 / -7.88"
C -0.5559 -1.3094 0.6290
N 0.6269 -0.8710 0.9221
N 0.0140 1.5224 -0.5592
P 1.7923 -0.8216 -0.2856
P -1.5699 1.0939 -0.2617
H -1.3530 -1.2415 1.4614
H -0.9385 -1.8669 -0.1672
H 0.4445 1.8605 0.3042
H 0.7312 0.7565 -1.0395
H 2.8534 -0.2252 0.6854
H -2.0449 1.1022 -1.6887